Entry from OMol25: a cluster of 6 separate species, C16H36Cl4N4O4 in total at a distorted geometry (wB97M-V/def2-TZVPD).

Structure (XYZ):
```
64
Properties=species:S:1:pos:R:3:mulliken_charge:R:1
C -5.19 1.34 0.05 -0.9691
N -3.82 1.98 0.04 0.1597
C -3.62 3.20 0.82 -0.9389
C -2.82 1.23 -0.53 0.2022
O -1.61 1.43 -0.39 -0.6183
H -5.67 1.23 1.03 0.3532
H -5.07 0.32 -0.33 0.3031
H -5.84 1.80 -0.68 0.3465
H -4.15 3.12 1.76 0.3138
H -2.56 3.34 1.04 0.3167
H -3.91 4.12 0.30 0.2927
H -3.21 0.35 -1.06 0.2489
C -2.73 1.45 -4.04 -0.9350
N -1.82 0.34 -3.88 0.1433
C -2.36 -0.97 -4.15 -0.9254
C -0.56 0.59 -3.41 0.1848
O 0.28 -0.24 -3.37 -0.6443
H -2.21 2.40 -4.17 0.3168
H -3.41 1.51 -3.19 0.2674
H -3.32 1.19 -4.93 0.3590
H -1.63 -1.77 -4.10 0.2779
H -3.16 -1.10 -3.42 0.3169
H -2.84 -0.93 -5.12 0.3191
H -0.39 1.65 -3.16 0.3359
C 4.96 2.15 -4.79 -0.8314
N 3.69 2.17 -4.00 0.1712
C 3.54 1.29 -2.81 -0.7521
C 2.69 3.01 -4.34 0.1149
O 1.65 3.20 -3.61 -0.6264
H 5.38 1.18 -5.07 0.3033
H 5.77 2.65 -4.25 0.3355
H 4.84 2.77 -5.67 0.2615
H 3.64 0.26 -3.13 0.3371
H 4.31 1.59 -2.09 0.3908
H 2.59 1.41 -2.28 0.0065
H 2.98 3.59 -5.22 0.2852
C 1.47 -1.14 6.35 -0.9590
N 0.33 -0.41 5.87 0.0938
C 0.12 -0.57 4.42 -0.7636
C -0.49 0.24 6.75 0.1478
O -1.31 1.06 6.39 -0.5897
H 1.09 -2.16 6.23 0.3515
H 1.67 -1.13 7.42 0.3198
H 2.39 -0.96 5.79 0.2894
H -0.35 -1.54 4.27 0.2879
H -0.54 0.16 3.97 0.3232
H 1.08 -0.60 3.91 0.2296
H -0.24 -0.02 7.79 0.2597
Cl 2.46 -3.95 4.52 -0.1819
C 2.36 -4.14 2.74 0.2183
C 1.29 -5.18 2.54 -0.3708
Cl 1.92 -6.70 3.15 -0.1891
H 3.34 -4.38 2.32 0.4119
H 2.04 -3.17 2.38 -0.4598
H 1.09 -5.27 1.48 0.2727
H 0.39 -4.91 3.10 0.2876
Cl 2.66 -0.98 0.81 -0.2379
C 1.18 -0.39 0.03 0.4881
C 0.17 -1.55 -0.04 -0.2569
Cl -0.68 -1.88 1.51 -0.2138
H 1.39 0.04 -0.95 -0.4835
H 0.78 0.45 0.60 0.3140
H 0.57 -2.49 -0.44 0.4871
H -0.59 -1.27 -0.77 -0.0994
```

2S+1   1
HOMO   -0.3203 Eh
Energy   -2991.96076 hartree
F_max   0.0727 Eh/bohr

=====

Entry from OMol25: a structure of composition C16H36CuN6O9 at a distorted geometry (wB97M-V/def2-TZVPD).

Structure (XYZ):
```
68
Properties=species:S:1:pos:R:3:mulliken_charge:R:1
Cu 1.58 2.34 1.71 0.3539
C 1.31 0.58 -0.24 1.1575
O 1.92 0.36 0.87 -0.2477
O 1.21 1.85 -0.44 -1.0604
O 0.78 -0.31 -0.93 -0.6876
C 1.06 -1.04 3.43 -0.8079
C 0.18 0.17 3.70 0.7345
O 0.60 1.31 3.46 -0.7449
N -0.90 -0.07 4.43 -0.1019
C -1.85 0.91 4.91 -0.9235
H 1.34 -1.16 2.38 -0.1331
H 0.62 -1.95 3.83 0.4625
H 2.02 -0.82 3.91 0.3629
H -1.05 -1.01 4.73 0.2335
H -1.83 0.97 6.00 0.3228
H -2.87 0.57 4.71 0.3182
H -1.67 1.88 4.47 0.3132
C -3.26 -0.24 -3.34 -0.6009
C -2.93 -1.70 -3.20 0.8138
O -3.76 -2.58 -3.45 -0.6936
N -1.75 -2.00 -2.63 0.0266
C -1.36 -3.34 -2.23 -0.9974
H -2.61 0.30 -4.03 0.1844
H -3.10 0.19 -2.35 -0.0654
H -4.30 -0.20 -3.65 0.3388
H -1.18 -1.28 -2.23 0.0494
H -0.29 -3.46 -2.40 0.2948
H -1.87 -4.08 -2.83 0.3757
H -1.69 -3.55 -1.21 0.2729
C 4.13 -0.51 -2.10 -0.6444
C 5.02 -1.03 -0.97 0.6171
O 6.10 -1.56 -1.20 -0.6848
N 4.58 -0.81 0.29 0.0650
C 5.40 -1.19 1.42 -1.0618
H 3.42 -1.29 -2.39 0.1586
H 4.79 -0.23 -2.91 0.3578
H 3.58 0.35 -1.71 0.1272
H 3.64 -0.47 0.46 0.1954
H 4.91 -0.78 2.31 0.3309
H 6.37 -0.71 1.44 0.3262
H 5.38 -2.27 1.59 0.3141
O -1.72 3.10 -4.21 -0.6678
C -0.77 2.63 -3.60 0.7259
N -0.43 3.14 -2.40 -0.2370
C 0.12 1.58 -4.17 -0.8788
H -1.07 3.85 -2.09 0.1654
H 0.26 2.71 -1.79 0.2498
H -0.17 1.37 -5.20 0.3617
H -0.07 0.59 -3.72 0.0151
H 1.19 1.76 -4.11 0.4057
O -1.43 -3.48 2.28 -0.7353
C -1.11 -2.77 1.32 0.4964
N 0.09 -2.87 0.74 -0.0286
C -2.11 -1.74 0.82 -0.5858
H 0.31 -2.30 -0.06 0.0468
H 0.73 -3.51 1.16 0.2437
H -2.86 -2.20 0.18 0.3842
H -1.63 -1.02 0.14 -0.1155
H -2.51 -1.07 1.58 0.3516
O -0.32 3.25 1.52 -0.3998
C -1.50 3.28 1.17 0.5325
N -2.08 4.45 0.86 -0.4148
C -2.37 2.05 1.18 -0.4862
H -3.07 4.53 0.78 0.1985
H -1.37 5.16 0.72 0.2861
H -3.26 2.25 1.77 0.4797
H -1.81 1.15 1.41 -0.4861
H -2.74 1.97 0.15 0.4403
```

Expectation value of S²   0.76
2S+1   2
HOMO (alpha / beta)   -0.3396 / -0.3395 Eh
Energy   -3277.53135 hartree
F_max   0.0499 Eh/bohr

=====

Entry from OMol25: a structure of composition C16H36EuN2OP2 at a distorted geometry (wB97M-V/def2-TZVPD).

Structure (XYZ):
```
58
Properties=species:S:1:pos:R:3:mulliken_charge:R:1
Eu 0.17 0.09 -2.51 -0.1907
H 1.28 0.55 -1.73 -0.2346
H 1.27 -0.34 -1.73 0.0689
P 0.17 2.41 -2.93 0.8251
P 0.06 -2.22 -2.92 1.0286
C -1.23 -3.18 -2.01 -1.3514
H -1.24 -4.24 -2.30 0.4391
H -1.05 -3.09 -0.93 0.3101
H -2.22 -2.73 -2.23 0.2682
C -0.30 -2.64 -4.68 -1.2256
H 0.48 -2.19 -5.31 0.3180
H -0.33 -3.73 -4.84 0.4082
H -1.27 -2.19 -4.95 0.3183
C 1.59 -3.22 -2.59 -1.3136
H 1.83 -3.16 -1.52 0.3180
H 1.45 -4.28 -2.88 0.4058
H 2.42 -2.78 -3.16 0.3130
C -0.35 2.84 -4.65 -1.2273
H -0.31 3.93 -4.83 0.4059
H 0.32 2.32 -5.35 0.3078
H -1.37 2.47 -4.81 0.3305
C -0.96 3.46 -1.91 -1.2458
H -0.67 3.37 -0.85 0.2993
H -0.92 4.52 -2.22 0.3903
H -1.99 3.09 -2.02 0.3115
C 1.78 3.29 -2.78 -1.2368
H 2.52 2.79 -3.43 0.2916
H 1.69 4.36 -3.07 0.4064
H 2.13 3.23 -1.74 0.3259
H 1.24 0.07 -3.86 -0.0278
H -1.06 0.11 -3.63 -0.1617
C 2.51 1.25 5.11 -1.1196
C 1.05 0.91 5.44 -0.5159
N 0.38 0.17 4.36 0.2536
C 0.00 -1.22 4.62 -0.6629
C -1.08 -1.34 5.70 -1.0336
C 0.20 0.77 3.13 0.2292
O 0.68 1.87 2.91 -0.6385
C -0.58 0.17 2.01 -0.1524
C -1.85 -0.41 2.19 0.0316
C -2.59 -0.85 1.09 -1.0497
C -2.05 -0.72 -0.19 -0.5451
N -0.80 -0.21 -0.36 0.0992
C -0.09 0.27 0.70 -0.2858
H 3.08 0.32 4.90 0.2831
H 2.97 1.76 5.99 0.3698
H 2.61 1.94 4.25 0.2957
H 1.09 0.30 6.36 0.3004
H 0.48 1.83 5.67 0.3105
H -0.36 -1.74 3.71 0.4669
H 0.90 -1.78 4.94 0.3064
H -2.00 -0.80 5.40 0.2534
H -1.32 -2.41 5.84 0.3481
H -0.74 -0.93 6.67 0.3601
H -2.29 -0.48 3.17 0.4446
H -3.58 -1.27 1.23 0.4579
H -2.64 -1.02 -1.04 0.6690
H 0.87 0.73 0.52 0.6490
```

Expectation value of S²   15.83
2S+1   8
HOMO (alpha / beta)   -0.2323 / -0.2150 Eh
Energy   -2208.36236 hartree
F_max   0.3570 Eh/bohr

=====

Entry from OMol25: a structure of composition C16H36N2O3P2W at a distorted geometry (wB97M-V/def2-TZVPD).

Structure (XYZ):
```
60
Properties=species:S:1:pos:R:3:mulliken_charge:R:1
W 0.57 -0.76 -0.33 1.1396
N 1.51 0.59 -1.86 -0.7622
C 2.82 1.18 -1.41 -0.7994
C 2.92 0.97 0.07 0.5184
O 3.38 1.65 0.90 -0.3187
N 2.24 -0.36 0.45 0.1564
C 2.63 -0.91 1.76 -0.3360
C 1.58 -1.89 2.22 0.1603
O 1.49 -2.63 3.08 -0.1742
O 0.42 -1.76 1.12 -0.4464
H 1.68 0.12 -2.75 0.3021
H 0.88 1.37 -2.08 0.3559
H 2.89 2.24 -1.65 0.4541
H 3.64 0.67 -1.90 0.4742
H 2.75 -0.11 2.51 0.4681
H 3.59 -1.44 1.71 0.5364
C 2.70 -2.51 -2.72 -1.1690
P 1.08 -2.75 -1.97 0.5765
C 1.23 -4.15 -0.83 -1.3055
C -0.10 -3.20 -3.25 -1.2326
H 2.98 -3.48 -3.14 0.4872
H 3.45 -2.22 -1.98 0.3868
H 2.67 -1.79 -3.54 0.4363
H 1.46 -5.01 -1.46 0.5358
H 0.30 -4.35 -0.30 0.3962
H 2.06 -4.01 -0.13 0.4197
H 0.35 -4.08 -3.73 0.4816
H -0.23 -2.42 -3.99 0.4086
H -1.06 -3.49 -2.82 0.4620
C -3.79 0.43 -0.12 -1.7191
C -2.44 -0.23 0.18 0.3410
C -1.92 -1.03 -1.03 -1.3095
P -1.10 0.94 0.67 -0.1826
C -0.91 0.91 2.51 0.6542
C -2.28 1.17 3.17 -1.3232
C 0.20 1.84 3.01 -1.4934
C -1.31 2.61 -0.10 0.4806
C -2.33 3.45 0.70 -1.4900
C 0.00 3.38 -0.25 -1.1666
H -4.52 -0.36 -0.33 0.5374
H -3.75 1.09 -0.99 0.3977
H -4.16 0.99 0.74 0.3535
H -2.54 -0.91 1.02 0.6195
H -1.42 -0.40 -1.80 0.3562
H -2.75 -1.49 -1.57 0.6431
H -1.33 -1.94 -0.77 0.2625
H -0.65 -0.14 2.71 0.3225
H -2.62 2.20 3.03 0.3187
H -2.13 1.02 4.24 0.4757
H -3.06 0.48 2.85 0.4149
H -0.12 2.88 2.99 0.3393
H 1.13 1.76 2.45 0.3159
H 0.41 1.59 4.05 0.4573
H -1.74 2.37 -1.08 0.5841
H -1.93 3.76 1.66 0.3903
H -3.29 2.97 0.84 0.3556
H -2.50 4.35 0.11 0.5076
H 0.45 3.61 0.72 0.2965
H -0.22 4.34 -0.73 0.5525
H 0.74 2.89 -0.87 0.0958
```

2S+1   1
Net charge   +4
HOMO   -0.8470 Eh
Energy   -1714.63283 hartree
F_max   0.0232 Eh/bohr

=====

Q: Look up the F_max of the fourth one.
A: 0.0232 Eh/bohr